Entry 1:
Entry from the OMol25 dataset: C32H35AuClFN9O7S as an isolated structure (ωB97M-V/def2-TZVPD).

Structure (ORCA input):
```
! RIJCOSX wB97M-V def2-TZVPD def2/J DEFGRID3
* xyz 1 1
Au -0.35484 -0.34755 0.22441
N 1.11169 -0.34394 7.80730
C 0.46163 -0.40155 6.62517
C 1.00709 -1.13115 5.55056
C 0.35027 -1.18629 4.34898
C -0.87554 -0.52528 4.20358
C -1.43815 0.19673 5.26139
C -0.77449 0.25216 6.45960
S -1.63392 -0.48073 2.68073
O -3.02880 -0.22322 2.78823
O -1.16009 -1.59694 1.78835
N -0.84474 0.69499 1.82998
C -1.47863 1.95280 1.60625
N -1.94253 2.57241 2.67621
C -2.51033 3.75133 2.42910
C -2.61047 4.27805 1.15346
C -2.09359 3.51773 0.12030
N -1.51640 2.33579 0.33994
H 2.02077 -0.75559 7.91695
H 0.76115 0.21760 8.56232
H 1.94735 -1.64910 5.68127
H 0.76665 -1.74548 3.52369
H -2.38310 0.70138 5.12438
H -1.19984 0.79950 7.28968
H -2.89418 4.28764 3.28774
H -3.07937 5.23256 0.97255
H -2.12819 3.85512 -0.90788
C 1.09040 -4.18407 -5.96093
C 0.42785 -2.89414 -6.46005
C 1.31692 -1.69145 -6.14227
C 0.35041 -3.00362 -7.99353
C -1.01668 -2.76096 -5.88534
O -1.80569 -3.84140 -6.41761
C -1.77420 -1.45666 -6.24806
C -1.79154 -0.23231 -5.31378
C -0.66320 0.76141 -5.40956
C -0.38153 1.41475 -6.60711
C 0.65371 2.32873 -6.69763
C 1.41892 2.60395 -5.57270
Cl 2.72497 3.74259 -5.67795
C 1.14438 1.98770 -4.36453
C 0.10213 1.07577 -4.29314
C -1.21086 -3.14885 -4.40163
N -0.48083 -2.46063 -3.33034
C -1.01316 -1.76417 -2.34124
N -0.05515 -1.46280 -1.47188
C 1.06918 -2.02881 -1.99028
N 0.83757 -2.64934 -3.11144
H 1.99084 -4.37026 -6.54688
H 0.42874 -5.04098 -6.09089
H 1.39176 -4.11890 -4.91857
H 2.34523 -1.93797 -6.40951
H 1.31551 -1.41320 -5.09091
H 1.02971 -0.81668 -6.72257
H 1.35999 -2.92905 -8.39744
H -0.23207 -2.20548 -8.45553
H -0.04336 -3.96695 -8.32153
H -1.80959 -3.77415 -7.37889
H -2.81278 -1.77994 -6.34922
H -1.46226 -1.13882 -7.24417
H -1.88256 -0.54740 -4.27417
H -2.72300 0.29798 -5.53045
H -0.97710 1.20918 -7.48843
H 0.87019 2.83068 -7.62986
H 1.73761 2.21842 -3.49099
H -0.10682 0.60180 -3.33936
H -0.99918 -4.21085 -4.30025
H -2.26906 -3.01184 -4.17738
H -2.05277 -1.50212 -2.26290
H 2.04075 -1.96393 -1.53085
F 5.91191 1.22505 3.15789
C 5.60571 0.96412 1.88629
C 4.56176 1.53796 1.28966
N 4.24950 1.29546 -0.03643
C 2.98607 1.72278 -0.56354
C 1.83235 0.85093 -0.10353
O 0.70845 0.94034 -0.72656
O 1.93604 0.10426 0.85636
C 4.95210 0.36277 -0.78415
O 4.61582 0.03849 -1.90096
N 6.04304 -0.17779 -0.14355
C 6.46725 0.02207 1.17232
O 7.42449 -0.54551 1.62791
H 3.92778 2.23437 1.82002
H 3.01879 1.68899 -1.65106
H 2.77100 2.74402 -0.24379
H 6.58517 -0.83553 -0.68912
*
```

Computed properties:
- Largest force on an atom: 3.2 eV/Å
- Gap between HOMO and LUMO: 6.4 eV
- Energy relative to the best compared isomer or geometry (same formula, charge and spin): 21.3 kcal per mole
- HOMO energy: -11.0 eV


Entry 2:
Entry from the OMol25 dataset: a single C8H15N molecule (ωB97M-V/def2-TZVPD).

Structure (ORCA input):
```
! RIJCOSX wB97M-V def2-TZVPD def2/J DEFGRID3
* xyz 0 1
C 1.99978 -1.03346 1.07692
C 0.80191 -0.26030 0.65659
C -0.13998 0.46433 1.27140
N -0.39889 0.86678 2.56881
C -0.85767 0.85640 0.00185
C -2.31515 0.43749 -0.11287
C 0.23811 0.00404 -0.73110
C -0.25239 -1.23385 -1.47095
C 1.14348 0.83495 -1.63468
H 2.90787 -0.58817 0.66794
H 2.08410 -1.05045 2.16173
H 1.94030 -2.06037 0.71369
H 0.03074 0.28916 3.27703
H -1.37348 1.05174 2.75682
H -0.77054 1.92102 -0.23220
H -2.45436 -0.59108 0.21085
H -2.93590 1.07991 0.51033
H -2.65990 0.52850 -1.14021
H -0.83551 -1.87544 -0.81579
H -0.86402 -0.95577 -2.32666
H 0.60112 -1.80455 -1.83180
H 0.59862 1.17180 -2.51483
H 1.99473 0.24194 -1.96299
H 1.51705 1.70539 -1.09988
*
```

Computed properties:
- SMILES: CC1=C(N)[C@H](C)C1(C)C
- Largest force on an atom: 0.4 eV/Å
- Gap between HOMO and LUMO: 8.5 eV
- Energy relative to the best compared isomer or geometry (same formula, charge and spin): 13.9 kcal per mole
- HOMO energy: -7.7 eV


Entry 3:
Entry from the OMol25 dataset: AsF6H18O9 as an isolated structure (ωB97M-V/def2-TZVPD).

Structure (ORCA input):
```
! RIJCOSX wB97M-V def2-TZVPD def2/J DEFGRID3
* xyz -1 1
As 0.08956 1.66511 0.52073
F -0.58126 3.07851 1.40767
F -0.91322 0.43316 1.30845
F 0.87835 0.30454 -0.34000
F 1.18495 2.76337 -0.34814
F 1.24975 1.42567 1.90953
F -1.18415 1.76683 -0.72332
O 5.82427 -0.50215 4.80495
H 6.13333 -1.23622 4.27403
H 5.07618 -0.15353 4.32013
O -3.20546 -4.08073 -2.87790
H -3.68755 -3.81489 -3.66095
H -2.53271 -3.40834 -2.77045
O 0.61505 8.23469 0.62135
H 0.49346 7.29043 0.72045
H 0.39570 8.59632 1.48004
O 2.35414 -4.84257 2.92881
H 1.70409 -5.30459 2.39946
H 2.95517 -4.45917 2.29006
O -8.08281 -0.22422 1.77442
H -8.31187 -1.15304 1.74206
H -7.14700 -0.21468 1.97547
O -4.60951 -0.20242 -4.98185
H -5.45192 -0.12623 -4.53378
H -3.95860 -0.11779 -4.28515
O 3.92845 -4.17387 -4.65444
H 3.08335 -3.72890 -4.71807
H 4.41509 -3.87578 -5.42292
O 4.03492 4.32315 -4.97736
H 3.50701 3.85334 -5.62297
H 3.90599 3.83745 -4.16268
O -1.02750 -2.22002 6.58969
H -0.71952 -1.84386 5.76514
H -0.41573 -1.88955 7.24754
*
```

Computed properties:
- Largest force on an atom: 1.9 eV/Å
- Gap between HOMO and LUMO: 11.5 eV
- Energy relative to the best compared isomer or geometry (same formula, charge and spin): 47.3 kcal per mole
- HOMO energy: -9.2 eV


What LUMO values result from the calculations? In sequence: -4.650; 0.892; 2.253 eV.